Entry 1:
{"formula": "C29H40F15N3O13", "method": "ωB97M-V/def2-TZVPD", "species": ["O", "C", "C", "C", "O", "H", "F", "H", "H", "H", "N", "F", "C", "H", "H", "H", "H", "H", "O", "F", "H", "F", "F", "H", "O", "F", "F", "C", "C", "C", "C", "C", "C", "C", "N", "H", "C", "C", "C", "F", "H", "C", "F", "H", "H", "O", "C", "H", "O", "O", "H", "C", "H", "O", "C", "H", "C", "C", "N", "H", "H", "H", "C", "H", "H", "C", "H", "C", "H", "H", "H", "H", "C", "F", "F", "H", "C", "O", "H", "H", "C", "C", "H", "O", "H", "H", "H", "F", "H", "C", "O", "F", "H", "H", "F", "F", "H", "O", "O", "C"], "positions_angstrom": [[6.708, 2.305, -0.811], [-8.918, -3.511, -2.339], [-1.884, -4.848, -2.139], [4.588, -0.410, 1.337], [-6.758, -3.092, -1.444], [-1.400, -0.562, 8.412], [-4.197, -1.144, -0.101], [3.228, 0.270, -4.389], [0.316, -3.225, -6.207], [1.481, 0.754, -4.084], [2.586, -0.662, -1.423], [-0.974, -5.830, -2.303], [-5.799, -2.199, -1.447], [5.169, -1.143, 1.891], [4.434, -0.711, 0.298], [-3.732, 4.070, -1.761], [-2.115, 0.243, 6.181], [-0.881, -1.912, -4.557], [2.301, -1.198, 4.682], [-4.617, -3.225, 0.330], [7.629, 2.399, -2.644], [0.318, 2.683, -3.408], [0.327, -3.580, 4.738], [-0.445, -1.190, 0.031], [-2.015, -2.530, -2.469], [2.633, 0.710, 6.560], [-6.064, -1.692, 0.823], [3.478, 3.330, -1.044], [-7.469, -3.366, -2.668], [-3.201, 3.162, -1.488], [5.474, 2.209, -1.274], [-5.146, -2.059, -0.074], [2.912, -0.246, 4.418], [-1.076, -0.065, 6.303], [3.608, 5.596, 2.082], [-2.596, 1.840, 0.129], [2.480, 0.624, -3.688], [-0.043, 3.970, -3.327], [2.804, 4.772, 2.172], [-1.848, -3.814, 4.476], [-7.024, -4.295, -3.029], [-0.647, -0.133, 7.745], [-2.992, -5.208, -2.768], [1.563, -3.598, -5.128], [2.484, -1.128, 1.860], [-0.987, -1.418, 5.764], [-0.922, -1.565, 4.463], [0.269, -0.697, 7.907], [-5.455, -1.535, -2.346], [5.148, 1.548, -2.207], [-7.328, -2.642, -3.466], [-3.029, 2.821, -0.016], [0.395, -1.716, -3.442], [3.343, 0.226, 3.274], [0.148, 0.753, -0.542], [5.064, 0.564, 1.411], [-1.277, 4.171, -2.424], [3.558, 0.519, 5.601], [0.716, 1.721, -0.387], [-9.135, -4.322, -1.643], [0.814, 4.191, 1.849], [-0.491, 0.874, 8.147], [-1.462, -3.505, -2.742], [7.755, 0.831, -1.871], [1.993, 2.969, 1.568], [0.022, -2.422, -4.179], [1.696, 3.362, 3.252], [1.734, 3.783, 2.254], [2.833, 2.508, -1.353], [-0.204, -0.989, -1.650], [2.613, 0.427, 1.261], [1.417, -1.947, -5.748], [-0.736, -3.082, 4.126], [-0.534, -3.249, 2.809], [4.591, -0.202, 6.101], [2.879, 3.846, -0.299], [3.173, -0.276, 1.892], [-1.003, -0.714, 3.638], [-3.800, 2.402, -2.016], [-2.418, 3.632, 0.388], [-0.566, -0.475, -0.768], [0.851, -2.794, -5.357], [-1.626, -0.268, -0.894], [-1.901, 3.045, -2.181], [3.523, 4.055, -1.860], [-3.999, 2.832, 0.484], [2.814, 1.618, -3.370], [-0.310, 4.392, -4.505], [8.655, 2.187, -1.206], [2.518, -0.144, -2.454], [4.716, 2.951, -0.516], [0.986, 4.618, -2.842], [-9.354, -2.579, -1.982], [-0.423, 0.613, 5.754], [4.025, 1.727, 5.256], [-2.137, -4.716, -0.858], [-9.490, -3.800, -3.228], [-0.480, -3.642, -3.563], [-1.583, 5.246, -2.056], [7.720, 1.905, -1.677]], "lowdin_charge": [0.018, -0.069, -0.564, -0.050, 0.048, 0.079, 0.178, 0.093, 0.086, 0.069, 0.189, 0.160, -0.440, 0.081, 0.054, 0.123, 0.132, 0.136, 0.199, 0.166, 0.101, 0.137, 0.178, 0.095, 0.197, 0.147, 0.172, -0.064, -0.198, -0.165, -0.653, -0.560, -0.440, -0.174, 0.135, 0.060, -0.052, -0.622, -0.289, 0.130, 0.133, -0.067, 0.181, 0.090, 0.125, 0.034, -0.431, 0.082, 0.192, 0.139, 0.124, -0.042, 0.092, 0.031, -0.275, 0.080, -0.439, -0.512, 0.195, 0.083, 0.082, 0.084, -0.479, 0.098, 0.037, -0.180, 0.078, -0.067, 0.045, 0.042, 0.087, 0.078, -0.509, 0.146, 0.156, 0.065, -0.157, 0.160, 0.125, 0.084, -0.040, -0.060, 0.078, 0.024, 0.106, 0.084, 0.066, 0.235, 0.096, -0.269, 0.040, 0.194, 0.085, 0.120, 0.154, 0.196, 0.085, 0.071, 0.185, -0.064], "homo_ev": -10.96, "spin_multiplicity": 1, "smiles": "CCOC(=O)C(F)(F)F.CCOC(=O)C(F)(F)F.CCOC(=O)C(F)(F)F.CCOC(=O)C(F)(F)F.CCOC(=O)C(F)(F)F.COC(=O)OC.CC#N.CC#N.CC#N"}

=====

Entry 2:
{"formula": "C23H10Br2F5IrNO4S", "method": "ωB97M-V/def2-TZVPD", "species": ["C", "H", "C", "F", "C", "F", "C", "C", "C", "H", "H", "C", "N", "C", "H", "Ir", "Br", "C", "C", "H", "C", "F", "C", "H", "C", "C", "C", "C", "C", "C", "O", "H", "F", "F", "H", "O", "H", "C", "Br", "O", "H", "C", "C", "O", "C", "C", "S"], "positions_angstrom": [[0.484, -4.291, -1.546], [-4.925, 2.799, 2.115], [2.160, -2.610, -1.308], [2.539, -1.340, -1.101], [2.518, 0.820, 0.985], [3.719, -5.722, -2.314], [3.128, -3.529, -1.677], [-3.002, 1.984, 2.511], [-2.897, 0.531, -1.367], [5.613, 2.206, 1.189], [-0.992, 1.326, 3.939], [1.751, -0.214, 1.784], [-1.874, 0.829, 0.770], [4.614, 2.026, 0.817], [-0.404, 0.000, 2.923], [-0.513, -0.361, -0.206], [-6.712, 2.924, 0.017], [2.781, -4.835, -1.964], [4.142, 2.731, -0.280], [-2.967, 2.319, 3.537], [-5.094, 1.475, -1.786], [-0.791, -4.681, -1.489], [1.452, -5.213, -1.897], [-5.913, 1.622, -2.476], [2.056, 1.529, -0.132], [-4.099, 1.786, 0.392], [-0.728, 1.038, 2.925], [0.814, -2.970, -1.224], [-4.080, 2.248, 1.726], [-2.972, 1.072, -0.052], [0.843, -0.935, 1.186], [0.127, 1.647, 2.618], [4.403, -3.144, -1.765], [1.104, -6.470, -2.178], [2.494, 3.027, -1.612], [-0.165, -2.146, -0.900], [4.144, 0.551, 2.312], [2.867, 2.486, -0.752], [-3.913, 0.083, -3.961], [-1.824, -0.132, -1.726], [4.766, 3.466, -0.771], [-1.886, 1.270, 2.020], [3.802, 1.094, 1.442], [2.067, -0.403, 2.940], [-5.163, 1.977, -0.517], [-3.970, 0.758, -2.212], [0.500, 1.373, -0.937]], "mulliken_spin": [-0.001, 0.000, -0.007, -0.001, 0.049, 0.000, 0.000, -0.006, -0.029, 0.004, 0.000, -0.008, 0.001, 0.075, -0.002, 0.344, 0.000, 0.000, -0.040, 0.000, -0.004, 0.000, 0.000, 0.000, -0.010, -0.012, 0.009, 0.011, 0.007, 0.027, -0.005, -0.001, 0.000, 0.000, 0.000, 0.027, 0.002, 0.085, 0.001, -0.005, -0.001, 0.011, -0.029, 0.008, 0.004, 0.009, 0.484], "s2": 0.7618, "homo_ev": [-8.34, -8.35], "spin_multiplicity": 2}

=====

Entry 3:
{"formula": "C33H39AuClIN3OPSe", "method": "ωB97M-V/def2-TZVPD", "species": ["C", "N", "C", "H", "H", "C", "C", "H", "C", "H", "I", "C", "H", "H", "C", "C", "C", "H", "C", "N", "H", "H", "H", "H", "H", "C", "C", "H", "Cl", "H", "C", "C", "H", "C", "H", "H", "H", "C", "H", "C", "N", "H", "H", "C", "H", "C", "H", "C", "C", "C", "H", "C", "C", "H", "H", "H", "H", "Se", "H", "Au", "H", "H", "C", "C", "C", "C", "H", "H", "C", "H", "C", "C", "H", "O", "C", "H", "H", "C", "H", "P", "H"], "positions_angstrom": [[2.411, 2.157, -3.655], [-2.672, -3.203, 0.028], [-2.689, -5.617, -3.301], [-1.203, 0.082, 5.508], [-1.167, 4.436, -1.781], [-0.833, 0.246, 3.386], [-3.009, -5.510, -0.907], [-5.023, -2.321, -0.534], [-4.365, 1.011, -3.192], [5.158, -0.176, 3.304], [4.925, 0.006, 0.210], [-2.117, -1.976, -0.496], [-6.277, -3.080, 2.151], [-2.665, -6.207, -4.207], [-0.452, 0.115, 4.731], [1.337, 2.727, -1.574], [1.358, 0.186, 2.671], [-2.206, -4.245, 1.769], [-4.319, -3.853, 1.809], [-2.219, -2.184, -1.929], [-3.193, -6.001, 0.040], [4.514, 2.566, -3.766], [-6.654, -1.957, 0.005], [-5.362, 1.345, -2.900], [-1.784, -0.236, -2.405], [1.844, 0.056, 3.999], [3.606, 0.047, 1.838], [-4.592, -4.771, 1.284], [3.873, -0.177, 5.817], [-1.877, 0.308, 3.094], [-5.403, -2.801, 1.556], [-2.455, -3.519, -2.189], [0.013, -2.262, -0.665], [2.245, 0.185, 1.523], [-5.060, -1.826, 1.916], [0.423, 4.789, 0.395], [-4.599, -1.010, -2.491], [0.101, 3.828, 0.795], [-3.193, -7.297, -2.084], [3.621, 2.620, -3.157], [0.043, 0.292, 2.415], [-2.117, -3.796, -4.300], [-3.215, -1.985, -4.452], [3.688, 3.130, -1.870], [-2.622, -2.531, 1.960], [-2.987, -6.234, -2.099], [1.217, -0.078, 6.054], [-0.689, -1.722, -0.026], [1.277, 2.201, -2.864], [-5.837, -2.677, 0.094], [2.355, 1.750, -4.656], [-2.405, -4.252, -3.362], [-1.446, 3.411, -1.536], [0.336, 1.816, -3.244], [-4.076, 1.545, -4.101], [-2.670, -0.335, -4.746], [-5.152, -0.746, -4.141], [-3.014, -0.294, 0.152], [4.636, 3.472, -1.476], [-0.429, 0.360, 0.011], [-2.370, 3.406, -0.955], [-0.850, 3.945, 1.316], [0.881, 0.028, 5.032], [3.234, -0.054, 4.204], [2.553, 3.183, -1.078], [-2.885, -3.450, 1.434], [-1.620, 2.853, -2.455], [2.625, 3.571, -0.070], [-1.930, -1.180, -2.929], [-0.573, -2.063, 1.003], [-3.037, -1.021, -3.977], [-4.363, -0.497, -3.427], [-0.990, -1.434, -3.438], [1.831, 0.295, 0.310], [-2.748, -4.153, -0.966], [-6.175, -3.636, -0.301], [0.838, 3.452, 1.504], [4.096, -0.068, 3.137], [-3.679, 1.281, -2.388], [-0.142, 2.613, -0.539], [-4.292, -4.078, 2.878]], "lowdin_charge": [-0.074, -0.051, -0.111, 0.104, 0.056, -0.139, -0.023, 0.023, -0.122, 0.093, 0.907, -0.782, 0.102, 0.096, -0.045, -0.379, -0.156, 0.127, -0.184, -0.051, 0.101, 0.106, 0.073, 0.072, 0.054, -0.176, -0.632, 0.096, 0.676, 0.082, -0.257, -0.160, 0.089, -0.451, 0.079, 0.056, 0.077, -0.242, 0.096, -0.079, 0.034, 0.100, 0.088, -0.100, 0.094, -0.111, 0.089, -0.214, -0.098, -0.107, 0.106, -0.026, -0.244, 0.095, 0.072, 0.113, 0.107, 0.749, 0.104, 0.771, 0.046, 0.049, -0.022, -0.623, -0.096, -0.172, 0.030, 0.102, -0.181, 0.053, -0.182, -0.256, 0.127, -0.234, -0.168, 0.080, 0.042, -0.180, 0.011, 0.792, 0.111], "homo_ev": -6.75, "spin_multiplicity": 1}

=====

Entry 4:
{"formula": "C4H13NOP", "method": "ωB97M-V/def2-TZVPD", "species": ["H", "N", "H", "H", "P", "H", "C", "O", "H", "C", "C", "H", "H", "H", "H", "H", "C", "H", "H", "H"], "positions_angstrom": [[0.900, -2.269, -0.789], [0.523, 0.390, -0.052], [-0.217, 2.280, -0.630], [1.069, 1.298, 1.774], [-3.150, -0.256, -0.181], [1.098, -2.110, 0.952], [1.568, -1.905, -0.009], [2.831, 0.121, -0.387], [-3.197, -0.946, -1.384], [1.840, -0.471, -0.187], [0.268, 0.678, 1.373], [-4.081, 0.674, -0.602], [0.210, -0.244, 1.949], [2.507, -2.455, -0.064], [-0.286, -0.144, -0.399], [1.553, 2.162, -0.528], [0.643, 1.640, -0.825], [-4.099, -1.068, 0.402], [0.700, 1.423, -1.889], [-0.681, 1.203, 1.475]], "lowdin_charge": [0.112, -0.136, 0.111, 0.122, 0.676, 0.102, 0.039, 0.218, -0.168, -0.374, -0.015, -0.164, 0.103, 0.115, 0.105, 0.113, 0.000, -0.165, 0.117, 0.089], "charge": 1, "homo_ev": -13.97, "spin_multiplicity": 1}

=====

Entry 5:
{"formula": "C10H18Br6O4S2", "method": "ωB97M-V/def2-TZVPD", "species": ["H", "C", "H", "Br", "O", "O", "C", "C", "H", "H", "O", "O", "C", "Br", "Br", "Br", "Br", "H", "S", "H", "H", "H", "H", "H", "C", "H", "C", "H", "C", "H", "H", "H", "C", "H", "Br", "H", "C", "C", "H", "S"], "positions_angstrom": [[10.455, 3.143, 17.043], [8.195, 11.387, 11.568], [7.905, 11.010, 10.535], [12.327, 6.375, 13.283], [10.424, 0.237, 17.318], [9.791, 13.529, 10.955], [13.315, 2.730, 17.409], [12.180, 3.422, 18.288], [10.096, 2.857, 18.786], [9.146, 11.000, 11.977], [11.546, 0.828, 19.488], [7.371, 13.636, 10.404], [7.066, 11.377, 12.594], [9.312, 5.476, 12.907], [10.832, 7.341, 10.851], [9.319, 5.894, 17.132], [11.903, 7.774, 17.020], [6.555, 12.706, 14.307], [8.446, 13.205, 11.308], [12.462, 3.107, 19.293], [10.102, 7.457, 15.405], [13.537, 0.572, 17.624], [12.198, 4.529, 18.276], [11.278, 5.002, 11.498], [11.000, 5.894, 12.041], [12.634, 0.952, 16.230], [10.166, 7.477, 16.499], [6.140, 11.617, 12.121], [7.426, 12.418, 13.677], [6.816, 10.382, 12.923], [9.116, 13.788, 13.462], [8.127, 11.948, 14.361], [10.844, 2.777, 18.005], [14.303, 2.783, 17.866], [9.133, 9.010, 17.163], [13.366, 3.340, 16.485], [8.148, 13.623, 12.954], [12.868, 1.281, 17.222], [7.516, 14.522, 13.022], [11.293, 1.059, 18.078]], "lowdin_charge": [0.079, -0.208, 0.127, 0.596, -0.305, -0.319, -0.174, -0.230, 0.104, 0.106, -0.314, -0.330, -0.244, 0.565, 0.602, 0.626, 0.626, 0.121, 0.646, 0.100, -0.055, 0.087, 0.095, -0.020, -1.684, 0.091, -1.695, 0.100, -0.181, 0.106, 0.112, 0.097, -0.280, 0.108, 0.526, 0.111, -0.246, -0.217, 0.113, 0.654], "homo_ev": -10.43, "spin_multiplicity": 1}

=====

Entry 6:
{"formula": "C4H13NO", "method": "ωB97M-V/def2-TZVPD", "species": ["H", "C", "H", "C", "H", "H", "C", "H", "H", "N", "H", "H", "C", "H", "H", "O", "H", "H", "H"], "positions_angstrom": [[-0.213, 0.152, -3.285], [-0.260, -0.669, 1.044], [0.620, -0.301, -0.852], [-1.338, -0.291, -1.462], [-0.832, 1.564, -2.616], [1.917, 2.793, 2.919], [0.574, -1.982, 1.282], [0.155, 0.182, 1.642], [-1.355, -0.752, 1.337], [-0.220, -0.327, -0.394], [-2.182, 0.052, -0.870], [2.757, 3.818, 2.474], [-1.161, 0.526, -2.769], [1.634, -1.722, 1.196], [-2.045, 0.476, -3.442], [2.815, 3.063, 2.935], [0.297, -2.692, 0.456], [-1.392, -1.397, -1.770], [0.229, -2.492, 2.174]], "lowdin_charge": [0.081, -0.271, 0.047, -0.250, 0.059, 0.020, -0.101, 0.090, 0.117, -0.118, 0.088, -0.035, -0.119, 0.065, 0.075, 0.013, 0.076, 0.112, 0.052], "homo_ev": -7.93, "spin_multiplicity": 1, "smiles": "CCNCC.O"}

=====

| no. | energy (eV) |
| --- | --- |
| 1 | -102571.80467 |
| 2 | -201039.31387 |
| 3 | -140322.79499 |
| 4 | -17177.73397 |
| 5 | -460774.91575 |
| 6 | -7894.70055 |